(1)
# C4H5FN2O

One molecule with the formula C4H5FN2O (ωB97M-V/def2-TZVPD, the Open Molecules 2025 dataset).

Geometry (Å):
1 C 0.50 -0.14 0.00
2 N 1.66 0.61 0.00
3 F -4.08 -0.56 0.00
4 H -3.13 1.24 0.00
5 H 3.74 0.79 -0.01
6 H -1.64 -1.45 0.00
7 H 1.59 1.61 0.02
8 C -1.77 -0.38 0.00
9 C 2.92 0.04 0.00
10 H 0.68 -1.22 0.00
11 O 3.13 -1.15 0.00
12 N -0.63 0.44 0.00
13 C -2.97 0.18 -0.01

Its structure (SMILES) is O=CN/C=N/C=C/F. The frontier orbital gap is 9.50 eV. Its total energy is -440.01539 a.u. Its multiplicity is 1.

***

(2)
# C19H42AuNO2P3S

C19H42AuNO2P3S as an isolated structure at a distorted geometry (ωB97M-V/def2-TZVPD, the Open Molecules 2025 dataset).

Geometry (Å):
1 H -2.77 -3.59 0.20
2 H -3.04 1.72 -2.82
3 H 2.37 2.71 1.89
4 H -0.86 -2.33 3.47
5 C -1.19 1.16 3.52
6 O -1.73 0.52 4.47
7 H 2.82 -2.79 0.99
8 C -2.09 0.77 -4.52
9 C 0.46 2.87 -1.38
10 C -1.65 -2.37 2.71
11 H 0.76 -3.94 1.52
12 H 0.71 1.69 5.66
13 H 2.47 0.67 -2.03
14 H -0.47 3.20 -0.90
15 C -4.00 0.86 -7.15
16 O -1.37 0.98 2.28
17 S -1.82 0.61 -0.54
18 C -2.42 -2.57 0.00
19 H -3.93 1.95 -7.15
20 H -0.58 3.25 3.62
21 H -2.20 0.53 -8.22
22 H 3.64 1.06 2.25
23 H 3.32 2.22 -1.71
24 H -3.15 -0.99 -7.73
25 C -0.21 2.26 3.93
26 H -0.23 3.03 5.91
27 C -2.32 0.99 -3.17
28 P -0.96 -2.26 1.04
29 H 1.35 -2.88 3.34
30 H 0.79 2.11 3.51
31 H 1.41 3.95 1.04
32 C -1.59 0.25 -2.21
33 H 0.27 -1.69 -4.32
34 C -0.69 -0.74 -2.65
35 H 2.59 1.05 3.71
36 H -1.00 -0.35 -6.01
37 H 0.78 -1.40 4.21
38 C -1.16 -0.18 -4.95
39 H -0.99 1.50 5.61
40 N -0.17 2.15 5.40
41 H 0.45 -3.77 -0.23
42 H 2.47 -1.93 4.36
43 H -2.18 -2.46 -1.06
44 P 2.09 -0.83 2.23
45 H 3.06 3.53 0.46
46 C 2.14 3.13 0.91
47 C 2.85 1.34 -1.24
48 H 3.79 -1.33 0.58
49 C -3.07 0.10 -7.72
50 C -0.02 -3.80 0.77
51 H 4.08 -2.20 2.12
52 H 3.59 0.81 -0.62
53 H -3.21 -1.85 0.24
54 H -0.70 -4.66 0.78
55 C 3.32 -1.90 1.39
56 H -0.15 -1.31 -1.90
57 Au 0.25 -0.11 0.64
58 H -4.89 0.43 -6.68
59 C 1.62 -1.86 3.67
60 H -2.21 -3.31 2.83
61 H 1.21 -1.09 -0.39
62 H -2.31 -1.51 2.89
63 H 0.21 2.28 -2.27
64 C -0.46 -0.94 -4.01
65 H 1.05 3.75 -1.68
66 H 3.94 -0.10 3.58
67 H -2.64 1.32 -5.27
68 P 1.44 1.88 -0.22
69 C 3.16 0.43 3.01

The frontier orbital gap (alpha / beta) is 5.08 / 4.44 eV. As for the charge: +3. Its total energy is -2511.30687 a.u. Its multiplicity is 3.

***

(3)
# CH3N4O

An isolated ion of composition CH3N4O and charge +1 at a distorted geometry (ωB97M-V/def2-TZVPD, the Open Molecules 2025 dataset).

Geometry (Å):
1 N -0.47 0.86 0.28
2 N -0.74 1.22 -0.92
3 N 0.35 -0.64 -1.35
4 H -1.21 2.08 -1.20
5 H 1.22 -1.77 1.15
6 O -0.20 0.33 -1.86
7 N 0.59 -1.00 1.31
8 H 0.24 -0.85 2.25
9 C 0.21 -0.23 0.35

Its structure (SMILES) is Nc1n[nH+]on1. The frontier orbital gap (alpha / beta) is 8.46 / 8.46 eV. As for the charge: +1. Its total energy is -333.71102 a.u. Its multiplicity is 1.